Entry 1:
Formula: C4H10O2
Source: OMol25
Level of theory: ωB97M-V/def2-TZVPD

```
16
Properties=species:S:1:pos:R:3:lowdin_charge:R:1
C 1.66 1.48 0.39 -0.10
C 1.08 0.11 0.05 -0.21
C -0.45 0.13 0.10 -0.41
O -0.90 1.17 -0.74 -0.03
C -1.05 -1.20 -0.37 -0.21
O -2.43 -0.97 -0.59 -0.07
H 2.73 1.53 0.18 0.07
H 1.15 2.25 -0.20 0.07
H 1.51 1.72 1.45 0.08
H 1.39 -0.18 -0.96 0.12
H 1.45 -0.66 0.74 0.12
H -0.77 0.31 1.14 0.15
H -1.85 1.03 -0.83 0.09
H -0.89 -1.97 0.40 0.13
H -0.55 -1.51 -1.29 0.13
H -2.77 -1.67 -1.16 0.10
```

## Properties
Frontier orbital gap, eV: 10.92
Molar mass, g mol⁻¹: 90.122
Energy above the lowest of the compared OMol25 structures with the same formula, charge and spin, kcal/mol: 14.55
Structure (SMILES): CC[C@@H](O)CO

=====

Entry 2:
Formula: C4H10O2
Source: OMol25
Level of theory: ωB97M-V/def2-TZVPD

```
16
Properties=species:S:1:pos:R:3:lowdin_charge:R:1
C -0.64 -0.61 -1.14 0.01
C -1.20 -0.30 0.02 -0.53
C -1.84 1.01 0.35 -0.06
O -1.29 -1.17 1.08 0.02
H -0.21 -1.59 -1.34 0.06
H -0.55 0.13 -1.93 0.07
H -1.56 1.34 1.36 0.08
H -2.93 0.91 0.32 0.09
H -1.54 1.78 -0.37 0.08
H -0.85 -1.99 0.83 0.11
H 1.19 0.91 1.26 0.09
H 0.68 0.69 0.77 0.06
C 2.69 -0.28 -0.30 -0.21
O 2.22 -0.94 -1.19 -0.03
H 2.90 -0.69 0.70 0.08
H 2.92 0.80 -0.44 0.08
```

## Properties
Frontier orbital gap, eV: 9.68
Molar mass, g mol⁻¹: 90.122
Energy above the lowest of the compared OMol25 structures with the same formula, charge and spin, kcal/mol: 66.93
Structure (SMILES): C=C(C)O.[H][H].C=O

=====

Entry 3:
Formula: C4H10O2
Source: OMol25
Level of theory: ωB97M-V/def2-TZVPD

```
16
Properties=species:S:1:pos:R:3:lowdin_charge:R:1
C -2.00 -1.04 -1.25 -0.11
O -1.21 -0.72 -0.14 -0.20
C 0.04 -0.18 -0.49 -0.21
C 0.72 0.26 0.80 -0.44
C 2.07 0.91 0.55 -0.05
O -0.12 1.20 1.45 -0.03
H -2.24 -0.14 -1.85 0.09
H -1.50 -1.77 -1.90 0.09
H -2.93 -1.47 -0.88 0.09
H -0.09 0.71 -1.14 0.14
H 0.65 -0.92 -1.04 0.14
H 0.85 -0.63 1.43 0.15
H 2.36 1.47 1.43 0.08
H 2.03 1.60 -0.30 0.08
H 2.83 0.14 0.34 0.08
H -1.00 0.81 1.44 0.09
```

## Properties
Frontier orbital gap, eV: 11.17
Molar mass, g mol⁻¹: 90.122
Energy above the lowest of the compared OMol25 structures with the same formula, charge and spin, kcal/mol: 22.40
Structure (SMILES): COC[C@@H](C)O

=====

Entry 4:
Formula: C4H10O2
Source: OMol25
Level of theory: ωB97M-V/def2-TZVPD

```
16
Properties=species:S:1:pos:R:3:lowdin_charge:R:1
C 2.36 -0.20 0.68 -0.06
O 2.45 -0.68 -0.53 -0.13
C 1.50 -1.21 -1.22 -0.05
C -0.55 1.14 -0.21 -0.14
O -0.99 -0.08 0.33 -0.27
C -2.37 -0.06 0.59 -0.13
H 3.26 0.19 1.09 0.06
H 0.56 1.13 -0.27 0.06
H 1.48 -0.40 1.27 0.07
H 1.76 -1.52 -2.20 0.06
H 0.55 -1.39 -0.75 0.06
H -0.82 1.97 0.45 0.09
H -1.01 1.31 -1.19 0.10
H -2.64 0.73 1.31 0.09
H -2.94 0.09 -0.34 0.09
H -2.62 -1.03 1.01 0.09
```

## Properties
Frontier orbital gap (spin up / spin down), eV: 8.15 / 8.27
Molar mass, g mol⁻¹: 90.122
Energy above the lowest of the compared OMol25 structures with the same formula, charge and spin, kcal/mol: 115.04

=====

Entry 5:
Formula: C4H10O2
Source: OMol25
Level of theory: ωB97M-V/def2-TZVPD

```
16
Properties=species:S:1:pos:R:3:lowdin_charge:R:1
C -2.28 -0.57 -0.26 -0.08
C -1.08 0.23 0.23 -0.17
C 0.27 -0.02 -0.35 -0.32
O 0.48 -0.61 -1.46 0.11
C 1.44 0.87 0.01 -0.32
O 2.53 0.30 -0.64 -0.22
H -3.19 -0.20 0.23 0.08
H -2.42 -0.47 -1.34 0.08
H -2.17 -1.63 -0.02 0.08
H -1.26 1.30 0.02 0.14
H -0.98 0.17 1.32 0.13
H 1.83 -1.31 0.72 0.06
H 1.53 -0.43 -1.51 0.13
H 1.55 0.93 1.09 0.12
H 1.23 1.85 -0.43 0.14
H 2.52 -0.65 0.05 0.03
```

## Properties
Frontier orbital gap, eV: 8.10
Molar mass, g mol⁻¹: 90.122
Energy above the lowest of the compared OMol25 structures with the same formula, charge and spin, kcal/mol: 97.94

=====

Entry 6:
Formula: C4H10O2
Source: OMol25
Level of theory: ωB97M-V/def2-TZVPD

```
16
Properties=species:S:1:pos:R:3:lowdin_charge:R:1
C -1.20 1.30 1.02 -0.10
O -0.28 0.22 1.02 -0.18
C 0.43 0.09 -0.20 -0.40
C 1.86 -0.32 0.11 -0.04
C -0.26 -0.97 -1.08 -0.22
O -1.66 -0.99 -0.91 -0.06
H -0.67 2.26 0.98 0.09
H -1.89 1.23 0.17 0.09
H -1.76 1.24 1.95 0.09
H 0.44 1.07 -0.71 0.14
H 2.39 0.45 0.67 0.08
H 2.41 -0.53 -0.81 0.09
H 1.85 -1.24 0.72 0.09
H -0.06 -0.74 -2.13 0.13
H 0.17 -1.96 -0.85 0.12
H -1.79 -1.10 0.04 0.09
```

## Properties
Frontier orbital gap, eV: 10.79
Molar mass, g mol⁻¹: 90.122
Energy above the lowest of the compared OMol25 structures with the same formula, charge and spin, kcal/mol: 26.24
Structure (SMILES): CO[C@@H](C)CO

=====

Look up the molar mass of the first one. 90.122 g mol⁻¹

=====

Repeat the first record exactly.
Formula: C4H10O2
Source: OMol25
Level of theory: ωB97M-V/def2-TZVPD

```
16
Properties=species:S:1:pos:R:3:lowdin_charge:R:1
C 1.66 1.48 0.39 -0.10
C 1.08 0.11 0.05 -0.21
C -0.45 0.13 0.10 -0.41
O -0.90 1.17 -0.74 -0.03
C -1.05 -1.20 -0.37 -0.21
O -2.43 -0.97 -0.59 -0.07
H 2.73 1.53 0.18 0.07
H 1.15 2.25 -0.20 0.07
H 1.51 1.72 1.45 0.08
H 1.39 -0.18 -0.96 0.12
H 1.45 -0.66 0.74 0.12
H -0.77 0.31 1.14 0.15
H -1.85 1.03 -0.83 0.09
H -0.89 -1.97 0.40 0.13
H -0.55 -1.51 -1.29 0.13
H -2.77 -1.67 -1.16 0.10
```

## Properties
Frontier orbital gap, eV: 10.92
Molar mass, g mol⁻¹: 90.122
Energy above the lowest of the compared OMol25 structures with the same formula, charge and spin, kcal/mol: 14.55
Structure (SMILES): CC[C@@H](O)CO

=====

molar mass of number 5 (C4H10O2)? 90.122 g mol⁻¹